Record 1
{
  "formula": "C8H12N2O3",
  "method": "wB97M-V/def2-TZVPD",
  "species": ["H", "O", "H", "C", "N", "C", "C", "O", "H", "C", "N", "H", "H", "C", "C", "H", "H", "H", "C", "H", "C", "H", "O", "H", "H"],
  "xyz": [[2.405, 0.746, -1.133], [0.247, -1.573, 1.365], [-1.493, 0.616, 2.468], [0.485, -1.596, 2.753], [1.679, 0.906, -1.679], [-0.316, 1.689, 1.113], [-0.616, -0.736, -0.589], [-1.706, 2.000, -1.469], [1.155, -2.458, 2.989], [0.563, 1.342, -1.041], [0.650, 1.830, 0.163], [-1.577, 2.592, -0.666], [0.871, -1.169, -2.027], [-0.600, 1.463, -1.975], [0.168, -1.742, -1.391], [1.487, 0.364, -2.514], [-0.359, 2.414, 1.867], [-0.502, -2.279, -2.120], [-0.551, -0.624, 0.751], [0.555, -2.537, -0.742], [-0.882, 0.530, 1.530], [-0.455, -1.869, 3.233], [-0.505, 1.009, -3.097], [-1.485, -0.245, -0.974], [0.781, -0.673, 3.182]],
  "atomic_forces_ev_per_a": [[4.1, -1.2, 2.8], [0.4, -0.2, -0.5], [0.9, -0.7, -1.0], [-1.1, -1.7, 0.2], [-4.4, 1.5, -2.9], [0.8, -0.6, -0.1], [-0.6, -0.8, 0.3], [-0.5, 1.4, 0.4], [-0.1, 1.0, -0.5], [1.3, 0.1, 0.8], [-0.4, 0.4, -0.4], [0.3, -1.4, -1.3], [0.0, -1.1, 0.6], [0.0, -0.7, -0.6], [-1.6, -0.5, -0.8], [0.5, 0.6, 0.1], [-0.1, 1.7, 0.6], [0.5, 0.6, 0.6], [1.1, -1.5, 1.0], [0.5, 0.6, -0.3], [-1.6, 0.6, 0.1], [-0.2, 0.0, 0.3], [-0.6, 0.7, 0.9], [-0.1, 0.1, -0.5], [0.7, 1.0, 0.2]],
  "lowdin_charge": [0.0593, -0.1024, 0.1326, -0.0808, 0.1891, -0.1760, -0.1176, 0.1193, 0.1073, -0.3353, 0.1094, 0.1514, 0.0549, -0.4936, -0.0456, 0.1003, 0.0936, 0.0966, -0.2851, 0.0813, -0.0482, 0.0877, 0.1220, 0.1070, 0.0727],
  "de_lowest_kj_mol": 261.4,
  "e_tot_ev": -17610.3874,
  "smiles": "C/C=C(/C=C\\N=C(\\N)C(=O)O)OC"
}


Record 2
{
  "formula": "C8H12N2O6",
  "method": "wB97M-V/def2-TZVPD",
  "species": ["C", "O", "O", "C", "H", "H", "C", "H", "C", "C", "O", "O", "H", "N", "O", "H", "H", "H", "H", "O", "H", "N", "H", "H", "C", "H", "C", "C"],
  "xyz": [[-0.008, -3.495, 2.344], [2.615, 2.508, 0.927], [0.414, -0.111, -1.951], [-3.376, 1.790, -1.919], [1.887, 4.129, -0.787], [-4.066, 1.641, -2.701], [0.304, -3.114, 0.894], [-0.034, -4.574, 2.470], [1.024, 1.173, -0.120], [1.653, 0.416, 0.820], [1.278, 3.410, -0.969], [2.377, -1.506, 1.796], [-1.536, 1.549, -3.117], [1.513, 2.455, 0.016], [0.329, -1.682, 0.724], [-0.444, -3.552, 0.240], [1.271, -3.502, 0.569], [-2.160, 0.058, -2.351], [-3.779, 1.420, -0.965], [-1.147, 1.380, -1.096], [-0.972, -3.033, 2.613], [2.520, 1.236, 1.543], [0.784, -3.158, 3.039], [3.300, 0.801, 2.053], [1.488, -1.023, 1.111], [-3.292, 2.863, -1.828], [0.073, 0.774, -1.144], [-2.017, 1.149, -2.212]],
  "atomic_forces_ev_per_a": [[0.4, 0.6, 0.1], [1.2, 0.8, -1.2], [-1.4, 2.4, 1.7], [1.3, 0.2, 1.3], [0.2, 0.3, 0.1], [-0.8, -0.6, -1.0], [0.9, -0.4, 0.8], [-0.3, -0.2, -0.2], [1.7, 0.4, 1.5], [-1.7, -0.4, -2.0], [1.2, -0.5, -0.1], [-0.7, -0.5, -0.6], [-0.2, -0.1, 0.2], [-2.9, -0.4, 1.0], [1.2, 1.3, -0.1], [-0.2, 0.6, -0.2], [0.0, 0.0, 0.2], [0.3, 0.5, 0.1], [0.1, 0.0, -0.4], [1.6, -0.3, 0.2], [0.3, -0.3, 0.1], [-0.9, -1.8, 1.9], [-0.4, 0.1, -0.4], [0.1, 0.9, -1.1], [0.2, -0.1, 1.1], [0.2, 0.4, 0.2], [-0.6, -2.4, -2.6], [-0.7, -0.7, -0.5]],
  "lowdin_charge": [-0.0699, 0.0041, 0.1187, -0.0603, 0.1133, 0.0576, -0.2116, 0.0713, -0.0607, -0.1135, 0.0838, 0.0916, 0.1322, -0.1070, -0.0119, 0.1180, 0.1213, 0.1299, 0.0878, 0.0134, 0.0835, 0.0553, 0.0766, 0.1589, -0.3711, 0.0712, -0.3734, -0.2091],
  "de_lowest_kj_mol": 726.1,
  "e_tot_ev": -23748.7640,
  "smiles": "CCOC(=O)C1=C(C(=O)OCC)N(O)ON1"
}


Record 3
{
  "formula": "C8H12N2O6",
  "method": "wB97M-V/def2-TZVPD",
  "species": ["C", "C", "C", "N", "H", "C", "O", "O", "N", "O", "H", "H", "H", "H", "H", "O", "H", "H", "C", "H", "C", "C", "O", "O", "C", "H", "H", "H"],
  "xyz": [[-0.924, -1.654, -3.059], [-0.878, -0.642, 2.854], [-0.825, -1.490, -1.515], [1.817, 2.437, -1.236], [-1.683, -2.218, 1.695], [0.743, 0.260, -1.242], [1.614, -0.323, -1.859], [-0.432, 2.039, 2.696], [1.188, 3.227, 0.744], [1.989, 3.533, -0.416], [2.364, 1.306, -2.739], [-0.077, -2.196, -1.135], [-1.562, -0.877, -3.465], [-1.852, -0.259, 3.067], [-0.109, -2.601, 2.329], [-0.242, -0.028, 1.718], [0.087, -1.562, -3.524], [-1.796, -1.801, -1.056], [-1.033, -2.114, 2.558], [-1.467, -2.674, 3.411], [1.068, 1.497, -0.603], [0.655, 1.949, 0.660], [-0.538, -0.118, -1.134], [2.398, 2.270, -2.500], [-0.095, 1.323, 1.757], [-1.286, -2.632, -3.331], [1.132, 3.794, 1.572], [-0.256, -0.445, 3.752]],
  "atomic_forces_ev_per_a": [[1.4, 0.7, 0.6], [1.0, -0.4, 0.9], [-0.7, -1.0, -1.0], [-2.2, -3.7, -0.5], [-0.2, -0.2, -0.1], [-0.1, -1.1, -0.6], [-0.3, -0.4, -0.4], [0.1, -1.0, -0.7], [-1.3, -0.7, 0.3], [1.8, 2.6, 0.5], [0.0, 0.5, 1.2], [0.1, 0.5, 0.1], [-0.2, 0.0, -0.1], [-0.6, 0.8, -0.2], [0.8, -0.2, -0.2], [-0.2, 0.9, -0.3], [-0.8, 0.1, 0.4], [0.7, 0.8, -0.2], [-0.4, -0.2, 0.4], [0.1, 0.6, -0.4], [-1.3, 1.4, 2.6], [0.8, -1.6, -3.0], [0.5, -0.6, 0.2], [0.3, 1.3, 0.5], [0.4, 0.9, 0.8], [-0.4, -0.3, 0.1], [0.9, 0.5, -0.4], [-0.3, -0.2, -0.5]],
  "lowdin_charge": [-0.0624, -0.2175, -0.1875, -0.1077, 0.0680, -0.4253, 0.1124, 0.0914, 0.0771, 0.0242, 0.1191, 0.1238, 0.0749, 0.1140, 0.0673, -0.0053, 0.0818, 0.1276, -0.0677, 0.0925, -0.0658, -0.0807, 0.0272, 0.0717, -0.4067, 0.0669, 0.1503, 0.1366],
  "de_lowest_kj_mol": 758.4,
  "e_tot_ev": -23748.4297,
  "smiles": "CCOC(=O)C1=C(C(=O)OCC)N(O)ON1"
}


Record 4
{
  "formula": "C8H12N2O7",
  "method": "wB97M-V/def2-TZVPD",
  "species": ["N", "H", "H", "C", "H", "C", "C", "H", "H", "C", "O", "O", "H", "C", "O", "C", "C", "H", "H", "O", "C", "H", "N", "H", "H", "O", "O", "H", "O"],
  "xyz": [[1.137, 0.281, -1.051], [-2.532, -2.120, 2.152], [0.733, 0.392, -3.132], [0.909, -0.839, 1.224], [2.985, -0.707, 1.693], [0.273, -0.549, 2.613], [0.477, 0.950, -2.208], [-1.596, 1.424, -1.241], [1.063, -1.009, 3.312], [-1.578, -0.474, -1.975], [0.179, 1.544, 0.727], [-1.608, -1.267, -2.888], [0.341, -1.686, 0.779], [0.681, 0.430, 0.255], [-1.808, -0.944, 3.913], [0.843, 2.470, -2.304], [-1.200, -1.037, 2.854], [-1.479, 1.329, -3.102], [2.353, -2.190, 1.833], [0.949, 3.161, -1.160], [-1.165, 0.925, -2.082], [-1.975, -1.596, -0.438], [2.336, -1.364, 1.237], [0.693, 2.613, -0.447], [0.144, 0.483, 2.959], [-1.917, -0.608, -0.630], [-1.626, -1.825, 1.758], [1.388, -0.666, -1.278], [0.998, 2.879, -3.373]],
  "atomic_forces_ev_per_a": [[-1.6, 0.1, 0.9], [1.8, 0.4, -1.3], [0.0, 0.7, 0.7], [-0.2, 0.5, -0.7], [-0.5, -0.1, -0.4], [0.2, -0.5, 1.1], [-1.7, 0.7, 1.7], [0.3, 0.9, 0.3], [-1.9, 0.4, -0.3], [-0.6, 0.2, 0.1], [1.8, -4.7, -2.1], [0.0, -0.1, 1.8], [0.3, 0.7, 0.1], [-0.2, 2.4, 1.4], [0.9, 0.0, -2.8], [-0.2, -2.8, 3.0], [1.5, -1.7, 0.7], [0.2, -0.3, 1.5], [-0.1, 0.0, -0.3], [0.6, 1.2, -2.8], [1.9, 0.7, -2.9], [-0.2, 1.6, -0.1], [-0.9, 1.2, 0.3], [-0.8, -1.2, 2.2], [0.8, 0.2, -0.7], [0.3, -3.2, -1.4], [-2.6, 0.5, 3.3], [0.3, -0.2, 0.2], [0.6, 2.4, -3.6]],
  "lowdin_charge": [0.1213, 0.1715, 0.1654, -0.2630, 0.0847, -0.0480, -0.1108, 0.1139, 0.1468, -0.5165, 0.0013, 0.1216, 0.1305, -0.2772, 0.0973, -0.5283, -0.4158, 0.1653, 0.0713, 0.1520, -0.0285, 0.1361, 0.0353, 0.0076, 0.1182, 0.0480, 0.0048, 0.1336, 0.1619],
  "de_lowest_kj_mol": 204.3,
  "e_tot_ev": -25803.3360,
  "smiles": "N[C@@H](CC(=O)O)C(=O)N[C@@H](CC(=O)O)C(=O)O"
}


Record 5
{
  "formula": "C8H12N3",
  "method": "wB97M-V/def2-TZVPD",
  "species": ["H", "H", "C", "C", "H", "H", "N", "N", "H", "C", "C", "C", "H", "C", "H", "H", "H", "H", "H", "C", "H", "N", "C"],
  "xyz": [[0.996, 4.296, -0.450], [1.084, -2.044, -2.270], [-3.159, 0.168, -0.773], [1.228, -2.271, -1.223], [-2.634, -0.694, -1.328], [0.456, -3.027, -0.945], [1.071, 2.072, 0.053], [0.050, -0.982, 0.499], [-1.371, -1.020, 1.992], [0.973, 3.187, -0.169], [-0.919, -0.467, 1.171], [3.376, -0.460, 0.502], [3.601, -1.325, 1.115], [-1.560, 0.857, 0.955], [-0.715, 1.217, 0.220], [-4.151, 0.377, -1.138], [2.274, -2.646, -1.237], [-1.774, 1.343, 1.831], [-3.504, 1.762, 0.664], [1.152, -1.139, -0.157], [4.071, 0.379, 0.452], [2.250, -0.503, 0.006], [-2.792, 0.919, 0.229]],
  "atomic_forces_ev_per_a": [[-0.2, -2.2, 0.7], [-0.5, 0.9, -0.1], [-0.7, -1.6, -1.9], [-0.1, -0.4, 0.7], [-0.5, 1.5, 1.3], [0.9, 0.4, -0.2], [0.2, -0.1, 0.1], [-1.1, 0.8, 1.7], [0.5, -0.6, 0.1], [0.5, 2.8, -0.9], [0.4, -0.9, -0.3], [0.6, -0.8, 1.4], [0.8, 0.1, 0.5], [4.5, -1.0, -3.9], [-1.8, 0.8, 2.0], [-0.1, -0.2, -0.4], [-0.8, -0.1, 0.5], [0.7, 1.3, 2.5], [1.3, -2.0, -1.3], [-1.4, -2.1, -2.0], [-0.2, -0.1, -0.6], [-0.2, 2.1, -0.4], [-2.8, 1.6, 0.6]],
  "lowdin_charge": [0.1182, 0.0832, 0.0050, 0.0404, 0.1014, 0.1042, 0.0635, 0.2023, 0.1452, -0.0137, -0.0083, 0.1013, 0.1111, -0.2015, 0.1040, 0.0562, 0.0977, 0.0991, 0.1602, -0.3402, 0.1115, 0.0828, -0.2234],
  "charge": 1,
  "de_lowest_kj_mol": 501.8,
  "e_tot_ev": -12949.6097
}


Q: Number 2 is which compound?
A: C8H12N2O6